# 1
# C30H40BrFN3O2

2 unconnected molecules or ions with the total composition C30H40BrFN3O2 (the ωB97M-V functional and the def2-TZVPD basis, the OMol25 dataset).

```
77
Properties=species:S:1:pos:R:3:forces:R:3
C 7.85378 1.70002 2.43769 -0.40 -0.85 0.17
C 6.68072 1.57090 2.16689 -0.44 0.06 0.28
C 5.23855 1.33394 1.96282 0.26 -0.47 -0.39
C 4.86890 -0.04693 1.59388 -1.94 1.25 0.10
O 5.82077 -0.99574 1.46703 0.21 0.50 0.50
C 3.50858 -0.31475 1.37412 -0.03 -0.44 0.06
C 3.10188 -1.72679 0.97111 0.43 -0.45 -0.83
C 2.11012 -2.49930 1.63380 0.61 0.04 -0.45
C 1.83096 -3.81622 1.21195 0.17 -0.29 -0.51
C 2.50623 -4.41542 0.10788 0.40 1.53 0.23
C 3.48915 -3.63708 -0.57789 -0.82 -0.12 0.91
C 3.77888 -2.30924 -0.14872 -0.53 -1.09 0.04
C 2.48215 0.71575 1.48391 0.93 -0.52 0.07
N 1.19463 0.35063 1.20966 -0.06 1.75 0.19
C 0.34120 1.36110 1.29637 0.02 0.01 -0.11
C -1.13779 1.05027 0.95537 -0.24 0.42 1.22
F -1.42734 -0.27805 1.36855 0.30 0.55 -0.57
C -2.16858 1.97931 1.67203 -0.06 0.64 -1.10
C -2.70319 3.00194 0.58834 0.00 -1.01 0.16
C 0.73607 2.70615 1.66307 -0.68 0.29 -0.01
N 1.96846 3.09826 1.96555 -1.09 -2.17 -0.88
C 2.84248 2.05471 1.84337 2.11 -0.07 0.46
C 4.26490 2.33223 2.10128 -0.11 0.06 0.14
C 4.68714 3.76794 2.50246 -0.08 -0.57 -0.01
C 5.50830 3.84984 3.83207 1.68 0.79 -0.93
C 6.77023 4.76845 3.57790 0.18 0.24 0.49
Br 4.49413 4.61233 5.34240 -0.08 -0.38 -0.42
H 8.86521 1.54891 2.80996 -0.67 0.49 -0.50
H 5.46132 -1.87635 1.66523 -0.11 0.27 -0.26
H 1.58488 -2.04085 2.48464 0.21 -0.41 -0.48
H 1.06181 -4.41404 1.73553 0.53 0.50 -0.25
H 2.27362 -5.44126 -0.22672 0.15 0.70 0.33
H 4.00897 -4.10575 -1.43220 -0.22 0.55 0.54
H 4.55703 -1.77886 -0.72026 -0.53 -0.01 0.53
H -1.32857 1.13290 -0.13718 0.30 -0.40 0.53
H -3.02444 1.35164 1.98690 0.59 0.32 0.07
H -1.73780 2.51494 2.54363 -0.31 -0.57 -0.47
H -3.30431 3.81725 1.02890 0.48 -0.32 -0.31
H -1.87453 3.36595 -0.05831 -0.54 0.15 0.61
H -3.35980 2.40010 -0.08419 0.28 0.57 0.32
H -0.05512 3.47924 1.69589 0.62 -0.45 0.03
H 5.29505 4.14808 1.64821 -0.18 -0.23 0.74
H 3.82980 4.45828 2.59698 0.28 -0.64 -0.20
H 5.91314 2.88302 4.17622 -0.71 0.42 -0.12
H 6.66908 5.39638 2.67113 -0.12 -0.37 0.49
H 7.68979 4.15703 3.45279 -0.71 0.26 0.00
H 6.96334 5.46129 4.42367 -0.19 -0.52 -0.46
C -6.35141 -0.37335 -2.80847 -0.27 -0.22 -0.18
C -5.04591 -0.51877 -2.05457 -0.02 0.16 0.03
N -4.64464 -1.94846 -1.72251 -0.43 -0.30 0.33
C -5.69149 -2.51043 -0.77902 0.24 0.06 -0.30
C -3.35379 -1.95788 -0.91498 0.23 0.26 -0.08
C -2.09890 -1.47290 -1.61442 0.27 -0.12 -0.10
C -4.62669 -2.89301 -2.92388 0.10 0.37 -0.03
C -3.76828 -2.50809 -4.12159 -0.04 -0.01 -0.32
O -4.21340 -1.30784 -4.71899 0.26 -0.11 0.14
C -3.17515 -0.45530 -5.19623 -0.20 0.18 0.09
H -7.20899 -0.74338 -2.24714 0.03 0.10 0.10
H -6.52999 0.68534 -3.00250 0.10 -0.03 0.09
H -6.34402 -0.87075 -3.77633 0.14 0.06 0.04
H -5.12714 -0.00065 -1.09543 0.11 -0.18 0.05
H -4.22855 -0.05910 -2.59898 0.00 -0.14 -0.10
H -5.75731 -1.85752 0.08883 -0.01 -0.05 -0.04
H -5.37797 -3.50869 -0.48015 -0.02 0.06 0.02
H -6.64703 -2.56647 -1.29210 0.05 0.02 0.05
H -3.20545 -2.98026 -0.56534 -0.14 0.03 -0.01
H -3.54189 -1.32676 -0.04460 -0.13 -0.07 -0.04
H -1.64642 -2.25931 -2.21349 -0.01 0.06 -0.09
H -1.35445 -1.21642 -0.85960 -0.14 -0.02 0.12
H -2.24907 -0.58770 -2.23165 -0.03 -0.03 0.00
H -5.66338 -2.98448 -3.24775 0.05 0.02 0.06
H -4.30249 -3.86076 -2.53821 0.01 0.04 -0.01
H -3.87521 -3.30520 -4.86694 -0.08 -0.22 0.23
H -2.70928 -2.47193 -3.87834 -0.03 0.12 0.09
H -2.22919 -0.98167 -5.33448 -0.07 -0.04 -0.04
H -3.03280 0.36149 -4.48144 0.15 0.04 -0.05
H -3.49144 -0.02631 -6.14486 0.01 -0.06 0.00
```
Forces are in eV/Å.

Computed properties:
total charge: +1

***

# 2
# C30H40BrFeN7O4P2S2

A molecular structure, C30H40BrFeN7O4P2S2 (the ωB97M-V functional and the def2-TZVPD basis, the OMol25 dataset).

```
87
Properties=species:S:1:pos:R:3:forces:R:3
Fe -0.15718 -0.55409 -0.02334 0.85 -0.61 0.32
O 4.28038 0.13628 -2.99079 0.00 -0.03 0.03
C 3.28596 0.34019 -3.87021 -0.03 0.00 0.01
C 3.64954 0.65945 -5.18040 -0.01 0.00 0.01
C 2.68500 0.87771 -6.14078 -0.01 0.00 0.00
C 1.32955 0.78496 -5.82595 0.00 0.00 -0.01
C 0.96365 0.47668 -4.53415 0.03 0.03 0.00
C 1.92074 0.25131 -3.53914 0.02 0.04 0.01
C 1.44439 -0.07372 -2.18044 -0.06 -0.02 0.00
O 0.20264 -0.10833 -1.94032 -0.12 0.05 -0.18
N 2.38275 -0.36237 -1.25926 0.03 0.00 0.06
N 1.77620 -0.67828 -0.09437 -0.27 0.18 -0.07
C 2.43324 -1.05587 0.93770 -0.02 -0.01 0.06
C 1.60857 -1.35476 2.10682 0.06 -0.01 -0.03
C 2.11797 -1.89460 3.28022 -0.01 0.04 0.03
C 1.24670 -2.17902 4.31812 0.01 0.01 0.01
C -0.10338 -1.90392 4.16447 0.02 0.03 -0.01
C -0.53685 -1.35472 2.96834 0.03 0.10 0.10
N 0.29392 -1.09059 1.96199 -0.29 -0.15 -0.39
H 3.87120 -0.11170 -2.12762 0.00 0.03 -0.04
H 4.70375 0.72847 -5.41226 0.00 0.00 0.00
H 2.98924 1.12343 -7.15049 0.00 0.00 0.00
H 0.57667 0.95536 -6.58323 0.00 0.01 0.01
H -0.07610 0.40412 -4.24974 -0.06 0.00 0.00
H 3.51552 -1.13050 0.94665 -0.02 -0.05 -0.02
H 3.17816 -2.09113 3.36484 0.00 -0.01 -0.01
H 1.61814 -2.61088 5.23798 0.00 0.00 0.00
H -0.81462 -2.10858 4.95158 0.00 0.00 0.00
H -1.57812 -1.11095 2.78700 -0.01 -0.03 -0.02
C 1.31181 4.43577 0.58365 -0.01 0.00 -0.02
N 1.66198 3.52946 1.67838 0.01 -0.01 0.01
C 0.70974 3.74002 2.76921 0.00 -0.01 -0.01
N -0.68726 3.58349 2.38246 0.01 0.01 0.02
C -0.96818 4.48005 1.25879 0.01 0.01 -0.01
N -0.06379 4.30332 0.12058 0.01 -0.02 0.02
C -0.29067 3.01606 -0.53973 0.03 -0.02 -0.08
P -0.01121 1.59985 0.60875 -0.09 0.06 -0.01
C 1.65109 2.13440 1.23172 0.00 0.01 0.02
C -1.00113 2.19196 2.04742 0.01 0.03 0.00
H 1.99027 4.26002 -0.25399 0.00 0.00 0.00
H 1.45522 5.45898 0.93880 0.00 -0.01 0.00
H 0.84767 4.75833 3.14015 0.00 0.00 0.00
H 0.93721 3.04188 3.57850 0.00 0.00 0.00
H -0.86037 5.50693 1.61585 -0.01 0.00 0.00
H -1.99459 4.32421 0.92711 0.00 -0.01 0.00
H 0.37496 2.91740 -1.40228 0.01 0.00 0.02
H -1.31712 2.96332 -0.89846 -0.01 -0.03 -0.05
H 2.39432 1.99963 0.43999 -0.01 0.01 0.01
H 1.94790 1.49517 2.06922 0.00 0.00 0.00
H -0.79401 1.55860 2.91523 0.01 -0.01 -0.01
H -2.05811 2.09446 1.79942 -0.03 0.00 0.00
C -3.16760 0.77000 -3.45704 -0.02 0.00 -0.03
C -4.09158 -0.36283 -3.06587 -0.03 -0.06 0.05
C -3.44354 -1.72771 -3.21946 -0.03 0.02 -0.06
O -4.64142 -0.23284 -1.73437 0.09 0.01 -0.04
P -4.01506 0.33309 -0.36799 -0.05 -0.08 -0.02
S -3.78577 2.26034 -0.32734 0.04 0.00 -0.09
S -2.46383 -0.86245 0.21346 -0.26 0.16 -0.05
O -5.21117 -0.03324 0.61129 -0.01 -0.13 0.26
C -6.08328 -1.18754 0.68170 -0.05 0.10 -0.12
C -5.42299 -2.51627 0.36559 0.02 0.01 0.02
C -7.29379 -0.92074 -0.19435 -0.01 -0.03 -0.02
H -2.90277 0.65702 -4.51069 -0.02 -0.02 -0.01
H -2.24977 0.73665 -2.87408 0.14 0.05 0.13
H -3.64898 1.73569 -3.31560 0.04 0.01 0.03
H -4.98240 -0.32026 -3.69715 -0.01 -0.01 0.01
H -2.53374 -1.79098 -2.62432 0.04 -0.01 0.06
H -3.19134 -1.89530 -4.26872 0.01 0.02 0.00
H -4.13111 -2.51433 -2.90632 0.02 0.00 0.02
H -6.38943 -1.19478 1.73002 -0.01 0.02 -0.01
H -5.07278 -2.55014 -0.66449 0.01 0.00 -0.02
H -6.16600 -3.30387 0.50662 0.01 -0.01 0.00
H -4.57820 -2.71078 1.02279 0.02 0.01 0.01
H -6.99548 -0.88506 -1.24192 -0.02 -0.01 0.02
H -7.74989 0.03254 0.06981 0.00 0.00 0.00
H -8.03353 -1.71255 -0.06386 -0.01 0.00 0.01
Br -1.48405 -6.01881 1.45235 0.00 0.00 0.00
C -0.63806 -4.89442 0.19658 -0.02 -0.01 -0.01
C 0.08229 -5.42080 -0.86000 0.00 0.01 0.00
C 0.66725 -4.52987 -1.74271 -0.03 -0.01 0.00
C 0.52611 -3.17041 -1.52419 -0.01 0.03 -0.06
N -0.16022 -2.66952 -0.49580 0.03 0.26 0.09
C -0.74863 -3.52431 0.34253 -0.03 0.00 0.00
H 0.17627 -6.49016 -0.98855 0.00 0.00 0.00
H 1.23023 -4.87919 -2.59639 0.01 0.00 0.00
H 0.97101 -2.46083 -2.20551 0.01 0.04 0.02
H -1.34322 -3.10258 1.14070 0.03 -0.01 0.00
```
Forces are in eV/Å.

Computed properties:
ΔE to the lowest compared entry with this formula, charge and spin: 13.8 kJ/mol
total charge: 0

***

no.,HOMO energy (eV),F_max (eV/Å),LUMO (Eh)
1,-10.105,2.59,-0.088
2,-7.565,1.10,-0.031